This record from the OMol25 dataset describes a gas-phase ion, C3H2NO2S (charge -1) at a distorted geometry. The level of theory is the ωB97M-V functional and the def2-TZVPD basis.

```
9
Properties=species:S:1:pos:R:3:lowdin_charge:R:1
O 1.95942 0.39134 -0.07832 -0.04
C 0.76258 0.11388 -0.12315 -0.50
C -0.53953 0.97162 -0.14569 -0.05
C -1.56300 0.05851 0.00626 -0.92
S -3.25661 0.20824 -0.05679 0.37
O -1.06441 -1.24423 -0.02662 -0.12
N 0.27855 -1.18195 -0.11582 0.01
H -0.68934 2.02034 0.20094 0.09
H 1.02354 -1.78255 0.26282 0.16
```

Results
* largest force on an atom: 3.89 eV/A
* orbital gap: 7.24 eV
* ΔE to the lowest compared entry with this formula, charge and spin: 170.8 kJ/mol
* LUMO level: 3.867 eV
* total energy: -718.943005 hartree
* SMILES string: [O-]c1cc(=S)o[nH]1
* net charge: -1

This record from the OMol25 dataset describes a molecular structure, C3H2NO2Se at a distorted geometry. The level of theory is the ωB97M-V functional and the def2-TZVPD basis.

```
9
Properties=species:S:1:pos:R:3:lowdin_charge:R:1
C -0.73511 1.39987 1.05806 -0.38
C -2.51542 0.09640 -0.19045 -0.81
C -0.87815 0.40133 0.05566 -0.53
N -0.60480 2.09524 1.93249 0.12
O -2.63954 -1.05913 0.20759 -0.19
O -3.21516 0.86157 -0.77768 0.02
Se -0.29238 -1.39628 0.64078 0.78
H -0.28378 0.76018 -1.16822 0.20
H 1.22892 -1.38232 0.51580 -0.19
```

Results
* largest force on an atom: 4.59 eV/A
* orbital gap: 8.02 eV
* ΔE to the lowest compared entry with this formula, charge and spin: 102.2 kJ/mol
* LUMO level: 3.213 eV
* total energy: -2722.193445 hartree
* net charge: -1

This record from the OMol25 dataset describes a gas-phase ion, C3H2NO3 (charge -1) at a distorted geometry. The level of theory is the ωB97M-V functional and the def2-TZVPD basis.

```
9
Properties=species:S:1:pos:R:3:lowdin_charge:R:1
O -2.68811 -0.52364 -0.56081 -0.08
C -1.75177 -0.08199 0.11640 -0.45
N -0.48821 -0.27719 -0.17488 0.09
C 0.65813 -0.51625 0.37192 -0.59
O 1.00028 -1.23917 1.28737 -0.01
C 1.58114 0.41852 -0.47754 -0.19
O 1.78272 1.58295 -0.16782 -0.02
H -1.81491 0.47864 1.16117 0.14
H 1.72074 0.15812 -1.55582 0.10
```

Results
* largest force on an atom: 1.95 eV/A
* orbital gap: 8.73 eV
* ΔE to the lowest compared entry with this formula, charge and spin: 137.1 kJ/mol
* LUMO level: 4.113 eV
* total energy: -396.023507 hartree
* SMILES string: O=C/N=C(\[O-])C=O
* net charge: -1

This record from the OMol25 dataset describes a molecular structure, C3H2NOS2 at a distorted geometry. The level of theory is the ωB97M-V functional and the def2-TZVPD basis.

```
9
Properties=species:S:1:pos:R:3:lowdin_charge:R:1
C -0.13470 -0.51040 -1.93124 -0.36
C -1.40795 0.02416 2.15722 -1.33
C 1.18769 0.46281 -0.06004 -0.35
N 0.35511 0.09613 -1.05530 0.02
O -0.81738 -0.89043 -2.81930 0.06
S -2.35778 -1.17968 1.61636 0.31
S -0.22440 0.98044 1.64431 0.61
H 1.56240 -0.26947 0.64772 0.02
H 1.83702 1.28643 -0.19972 0.02
```

Results
* largest force on an atom: 3.02 eV/A
* orbital gap (alpha / beta): 5.77 / 5.77 eV
* ΔE to the lowest compared entry with this formula, charge and spin: 364.6 kJ/mol
* LUMO level (alpha / beta): 3.600 / 3.600 eV
* total energy: -1041.845771 hartree
* net charge: -1